Entry 1:
The following is a quantum chemistry calculation of the molecule C5H11N3O in a non-equilibrium geometry, from OMol25.

Properties
SMILES = C/C(=N\N)N[C@@H]1C[C@@H]1O
Energy relative to the best compared isomer or geometry (same formula, charge and spin) = 99.6 kcal per mole
Net charge = 0
LUMO energy = 0.8 eV
Orbital gap = 9.2 eV

Each line ends with the natural charge from an NBO analysis.
Atoms and positions in Å:
C -2.1161 -1.3173 0.4923  -0.680
C -1.0140 -0.4843 -0.0971  0.416
N -1.2091 0.7005 -0.4356  -0.405
N -2.5306 1.1967 -0.0717  -0.672
N 0.2438 -1.1052 -0.0537  -0.592
C 1.3568 -0.4642 -0.6923  -0.106
C 2.5688 -0.6208 0.1357  -0.444
C 1.9499 0.6868 -0.1515  0.099
O 1.3484 1.3488 0.8153  -0.705
H -1.7670 -2.4023 0.6271  0.220
H -2.5936 -0.7970 1.4238  0.271
H -2.9009 -1.0944 -0.4524  0.204
H -2.6255 2.1324 -0.3578  0.361
H -3.2908 0.5865 -0.6326  0.328
H 0.1019 -2.0963 -0.0493  0.390
H 1.2659 -0.6122 -1.7667  0.201
H 2.3501 -1.0875 1.1140  0.230
H 3.5614 -0.7979 -0.2098  0.218
H 2.6138 1.4287 -0.7751  0.171
H 0.4967 1.6049 0.3618  0.494



Entry 2:
The following is a quantum chemistry calculation of the molecule C5H11N3O2 in a non-equilibrium geometry, from OMol25.

Properties
SMILES = [H]/N=C/CCNC(N)=C(O)O
Energy relative to the best compared isomer or geometry (same formula, charge and spin) = 78.4 kcal per mole
Net charge = 0
LUMO energy = 0.8 eV
Orbital gap = 8.3 eV

Each line ends with the natural charge from an NBO analysis.
Atoms and positions in Å:
H 1.8069 0.3148 3.7311  0.340
N 1.4110 0.6277 2.8590  -0.632
C 0.2375 0.2114 2.7174  0.160
C -0.4051 0.0753 1.3121  -0.504
C 0.1154 -1.2591 0.7212  -0.224
N -0.2691 -1.3717 -0.7229  -0.618
C 0.0392 -0.1067 -1.3643  0.075
N 1.3982 0.3248 -1.7127  -0.878
C -0.8936 0.6909 -1.8584  0.519
O -2.1790 0.4477 -1.5762  -0.670
O -0.6074 1.7168 -2.6252  -0.680
H -0.2762 -0.3209 3.4533  0.135
H 0.0731 0.9363 0.7963  0.233
H -1.5891 0.2058 1.2761  0.224
H 1.2909 -1.3227 0.7904  0.199
H -0.3349 -2.1285 1.1399  0.202
H -1.3642 -1.4233 -0.7815  0.378
H 1.7572 -0.3659 -2.4134  0.369
H 2.0791 0.2712 -0.9354  0.380
H -2.6194 0.8780 -2.2346  0.480
H 0.3295 1.5983 -2.5723  0.512



Entry 3:
The following is a quantum chemistry calculation of a cluster of 2 separate species, C5H11N4 in total in a non-equilibrium geometry, from OMol25.

Properties
Energy relative to the best compared isomer or geometry (same formula, charge and spin) = 94.6 kcal per mole
Net charge = +1
LUMO energy = -4.6 eV
Orbital gap = 9.8 eV

Each line ends with the natural charge from an NBO analysis.
Atoms and positions in Å:
C -2.3537 0.8980 0.5763  0.196
C -2.0675 -0.9069 -0.7141  0.186
C 2.5395 0.4066 -0.1451  -0.433
C 0.8786 -1.2739 0.5695  -0.434
C -0.3135 0.9751 -0.7278  0.083
N -3.3830 0.1459 0.6551  -0.204
N -3.1978 -0.9926 -0.1068  -0.203
N -1.3689 0.2877 -0.4002  -0.454
N 1.1898 0.1633 0.3902  -0.447
H -2.0155 1.8334 0.8969  0.211
H -1.7747 -1.7491 -1.3059  0.242
H 2.6245 0.0751 -1.1883  0.229
H 2.7205 1.5425 -0.0422  0.233
H 3.1893 -0.2129 0.5922  0.231
H 0.0928 -1.3204 1.2480  0.228
H 0.7765 -1.7575 -0.3519  0.220
H 1.6381 -1.8174 1.0639  0.236
H -0.3734 2.0269 -0.4507  0.229
H 0.1146 0.9344 -1.7712  0.244
H 1.0840 0.7416 1.2120  0.407



Entry 4:
The following is a quantum chemistry calculation of a structure of composition C5H11N5 in a non-equilibrium geometry, from OMol25.

Properties
Energy relative to the best compared isomer or geometry (same formula, charge and spin) = 105.1 kcal per mole
Net charge = 0
LUMO energy = 0.6 eV
Orbital gap = 9.6 eV

Each line ends with the natural charge from an NBO analysis.
Atoms and positions in Å:
C 1.4405 -0.2875 -0.5738  0.270
C -0.3279 -1.5601 0.2082  -0.183
C -1.2462 -0.5278 0.6934  -0.399
C -2.3627 -0.6805 -0.2152  0.295
C -0.4856 0.8480 0.4596  0.131
H 3.3779 0.6636 -1.0525  0.377
H 2.4607 1.2067 0.6161  0.343
H 1.8339 -0.6705 -1.5754  0.142
H 1.5106 -1.9439 0.8921  0.418
H -0.4702 -2.5242 0.6776  0.220
H -0.5323 -1.7460 -0.9421  0.169
H -1.5550 -0.5708 1.6840  0.245
H 0.2001 1.1252 1.3784  0.198
H -0.8217 2.6273 -0.5383  0.403
H -1.8582 2.4099 1.2279  0.375
H -0.3111 0.4773 -1.5831  0.380
N 2.7444 0.1960 -0.1399  -0.823
N 0.9660 -1.1667 0.3127  -0.680
N -3.3255 -0.6594 -0.9156  -0.317
N -1.5030 1.9797 0.1843  -0.885
N 0.2653 0.8035 -0.7983  -0.678



Entry 5:
The following is a quantum chemistry calculation of the ion C5H11NO with charge -1 in a non-equilibrium geometry, from OMol25.

Properties
Energy relative to the best compared isomer or geometry (same formula, charge and spin) = 41.0 kcal per mole
<S²> = 0.75
Net charge = -1
LUMO energy (spin up / spin down) = 4.3 / 4.0 eV
Multiplicity = 2
Orbital gap (spin up / spin down) = 3.1 / 9.9 eV

Each line ends with the natural charge from an NBO analysis.
Atoms and positions in Å:
C -0.5961 -0.4060 0.6973  -0.560
C -0.6259 0.9238 -0.1147  -0.523
C 0.7874 1.4232 -0.3676  -0.680
C -1.3524 2.0412 0.9036  -0.699
C 0.4309 -1.1992 -0.1016  0.650
N -0.0547 -1.7805 -1.2281  -0.953
O 1.5918 -1.5070 0.3057  -0.702
H -1.4482 -1.0776 0.7470  0.221
H -0.2284 -0.3418 1.7240  0.211
H -1.3042 0.8382 -0.9433  0.135
H 0.6305 2.4277 -0.7894  0.206
H 1.3422 0.7361 -1.1522  0.199
H 1.2391 1.4796 0.6208  0.199
H -2.3268 2.3236 0.2200  0.169
H -1.3481 1.7744 1.9047  0.190
H -0.8228 3.0085 0.8552  0.186
H 0.7608 -2.2789 -1.5803  0.400
H -0.7093 -1.0696 -1.5564  0.351



Entry 6:
The following is a quantum chemistry calculation of the ion C5H11NO with charge -1 in a non-equilibrium geometry, from OMol25.

Properties
Energy relative to the best compared isomer or geometry (same formula, charge and spin) = 32.1 kcal per mole
<S²> = 0.75
Net charge = -1
LUMO energy (spin up / spin down) = 4.0 / 4.0 eV
Multiplicity = 2
Orbital gap (spin up / spin down) = 3.4 / 6.8 eV

Each line ends with the natural charge from an NBO analysis.
Atoms and positions in Å:
C -0.8144 0.5470 1.3423  -0.406
N -0.4718 -0.5048 0.4077  -0.476
C 0.0709 -1.6965 1.0080  -0.397
C -0.6178 1.0888 -1.6001  -0.667
C 0.1080 -0.0570 -0.8621  -0.129
C 1.5915 0.2968 -0.6475  -0.012
O 2.5403 0.0530 -1.4766  -0.793
H 0.0307 1.1989 1.6311  0.166
H -1.4653 1.2600 0.8353  0.186
H -1.3473 0.1737 2.2199  0.175
H -0.0890 -1.6664 2.0884  0.177
H 1.1512 -1.8321 0.8745  0.191
H -0.3742 -2.5966 0.5689  0.168
H -0.1691 1.0929 -2.5839  0.223
H -0.4450 1.9699 -0.9826  0.191
H -1.6892 0.8518 -1.5697  0.170
H 0.0952 -0.8974 -1.5888  0.168
H 1.8952 0.7182 0.3352  0.064



Entry 7:
The following is a quantum chemistry calculation of the ion C5H11NO with charge -1 in a non-equilibrium geometry, from OMol25.

Properties
Energy relative to the best compared isomer or geometry (same formula, charge and spin) = 43.7 kcal per mole
<S²> = 0.75
Net charge = -1
LUMO energy (spin up / spin down) = 4.1 / 4.1 eV
Multiplicity = 2
Orbital gap (spin up / spin down) = 2.9 / 9.8 eV

Each line ends with the natural charge from an NBO analysis.
Atoms and positions in Å:
C -1.3315 1.2095 1.1819  -0.815
C -1.2773 -0.1451 0.2685  0.681
N -0.0587 -0.6102 0.0147  -0.468
C 1.1491 0.3317 -0.2363  -0.556
C 1.1237 1.0206 -1.5641  -0.824
C 0.0657 -2.0607 0.1314  -0.538
O -2.2769 -0.8225 0.1778  -0.654
H -2.2169 0.9629 1.8497  0.223
H -1.3828 2.1859 0.8072  0.213
H -0.3908 1.2908 1.9703  0.191
H 1.8911 -0.4375 -0.1990  0.194
H 1.0364 1.0537 0.5548  0.195
H 1.1190 0.1125 -2.2895  0.188
H 2.0075 1.7005 -1.8457  0.207
H 0.1649 1.5794 -1.6427  0.196
H -0.5263 -2.7285 -0.4524  0.203
H 1.0988 -2.2632 0.0505  0.191
H -0.1951 -2.3798 1.2229  0.171



Entry 8:
The following is a quantum chemistry calculation of the molecule C5H11NO, from OMol25.

Properties
SMILES = CCN(C)C(C)=O
Energy relative to the best compared isomer or geometry (same formula, charge and spin) = 9.2 kcal per mole
Net charge = 0
LUMO energy = 0.9 eV
Orbital gap = 10.1 eV

Each line ends with the natural charge from an NBO analysis.
Atoms and positions in Å:
C 1.5703 -0.6407 -1.5548  -0.619
C 1.1241 -0.9518 -0.1300  -0.216
N -0.0913 -0.2362 0.2480  -0.439
C -1.3356 -0.9053 -0.0643  -0.400
C 0.0652 1.0204 0.7670  0.681
C -1.1433 1.7963 1.2598  -0.707
O 1.1802 1.5128 0.8840  -0.642
H 2.4733 -1.2052 -1.8086  0.213
H 1.7958 0.4251 -1.6472  0.225
H 0.7970 -0.8989 -2.2869  0.197
H 1.9085 -0.6655 0.5737  0.232
H 0.9269 -2.0242 -0.0083  0.187
H -1.4254 -1.8393 0.5039  0.194
H -2.1998 -0.2857 0.1664  0.211
H -1.3804 -1.1508 -1.1325  0.195
H -1.0000 2.8430 0.9860  0.243
H -1.1518 1.7408 2.3518  0.239
H -2.1136 1.4652 0.8920  0.206



Entry 9:
The following is a quantum chemistry calculation of a cluster of 2 separate species, C5H11NO in total in a non-equilibrium geometry, from OMol25.

Properties
SMILES = CNC(C)=O.C=C
Energy relative to the best compared isomer or geometry (same formula, charge and spin) = 79.8 kcal per mole
Net charge = 0
LUMO energy = 0.8 eV
Orbital gap = 9.5 eV

Each line ends with the natural charge from an NBO analysis.
Atoms and positions in Å:
C -1.0210 -1.1800 -0.8637  -0.449
N -1.2812 0.1641 -0.3934  -0.631
C -0.2649 1.0564 -0.2496  0.656
C -0.6002 2.4066 0.3400  -0.696
O 0.8572 0.7160 -0.6188  -0.628
H 0.0903 -1.3369 -0.8209  0.260
H -1.5843 -1.8054 -0.1206  0.204
H -1.3927 -1.3305 -1.9333  0.198
H -2.2742 0.3937 -0.1805  0.402
H -1.6428 2.4033 0.6675  0.207
H -0.3890 3.2022 -0.3970  0.246
H 0.0619 2.5721 1.2344  0.245
C 1.1210 -0.9364 0.9448  -0.357
C 2.1173 -1.4649 0.1845  -0.418
H 0.2242 -0.6389 0.4430  0.175
H 1.0274 -0.8690 2.0339  0.191
H 1.9107 -1.5822 -0.9160  0.194
H 3.0403 -1.7702 0.6459  0.200



Entry 10:
The following is a quantum chemistry calculation of the molecule C5H11NO, from OMol25.

Properties
SMILES = CC(C)=C[C@@H](N)O
Energy relative to the best compared isomer or geometry (same formula, charge and spin) = 26.9 kcal per mole
Net charge = 0
LUMO energy = 0.9 eV
Orbital gap = 10.0 eV

Each line ends with the natural charge from an NBO analysis.
Atoms and positions in Å:
C -0.5105 1.7186 0.6588  -0.649
C -0.1272 0.8299 -0.4836  0.062
C -0.3211 1.4526 -1.8349  -0.633
C 0.3229 -0.4124 -0.3622  -0.243
C 0.5475 -1.1907 0.9027  0.202
N -0.5867 -2.0608 1.1211  -0.835
O 1.7882 -1.8809 0.8639  -0.720
H -0.0939 1.3773 1.6004  0.215
H -0.1740 2.7368 0.4706  0.213
H -1.5957 1.7368 0.7560  0.224
H 0.3204 2.3270 -1.9402  0.213
H -1.3526 1.7842 -1.9473  0.213
H -0.0895 0.7543 -2.6344  0.212
H 0.5484 -0.9769 -1.2611  0.183
H 0.6321 -0.5398 1.7773  0.173
H -0.7180 -2.6885 0.3344  0.350
H -0.4522 -2.6197 1.9558  0.364
H 1.8620 -2.3479 0.0226  0.457